# 1
# C12H31Cl2N2PReS

C12H31Cl2N2PReS as an isolated structure in a non-equilibrium geometry (wB97M-V/def2-TZVPD, the OMol25 dataset).

The multiplicity is 4. Its LUMO energy (spin up / spin down) is 0.384 / 0.237 eV. Its net charge is 0. The electronic energy is -2323.46421 Eh. Its expectation value of S² is 3.776.

```
50
Properties=species:S:1:pos:R:3:forces:R:3
Re 0.02334 -0.34098 0.99789 -2.54 -0.25 -4.94
Cl 1.02705 1.31833 2.21927 1.20 1.23 1.32
Cl 1.68571 -1.64227 0.22024 2.16 -1.17 -0.63
H -0.89687 -1.68600 0.67606 -0.10 0.12 -0.35
H -0.74369 -0.81118 -0.44848 0.32 -0.47 1.71
P -0.39813 0.88490 -1.39778 0.95 1.14 0.19
C -1.14738 2.58202 -1.16003 -0.25 -0.24 -0.47
C 0.88198 1.22425 -2.73059 -0.20 -0.04 0.16
C -1.72047 -0.03038 -2.31941 -0.43 0.22 -0.12
C -0.53955 3.33397 0.01609 -0.26 -0.01 0.38
H -2.18935 2.28782 -0.93741 0.19 0.34 0.16
C -1.16912 3.53376 -2.36229 -0.43 0.19 -0.15
H -0.19782 4.00162 -2.54528 0.00 -0.20 0.01
H -1.85702 4.35166 -2.12145 0.09 0.01 0.03
H -1.54843 3.10530 -3.29160 0.21 -0.05 0.11
H -0.62827 2.77210 0.95035 0.12 0.15 -0.23
H -1.09141 4.27555 0.13427 0.18 -0.06 0.01
H 0.52221 3.56877 -0.14909 -0.35 -0.10 0.09
H -2.56207 0.07162 -1.60483 0.22 -0.32 -0.26
C -1.41259 -1.52787 -2.51651 -0.24 -0.09 -0.02
C -2.18036 0.62818 -3.64005 -0.21 -0.11 -0.09
H -2.93729 1.39817 -3.44349 0.34 -0.03 -0.11
H -2.66737 -0.11636 -4.28249 0.05 0.04 0.19
H -1.36812 1.05276 -4.24207 -0.16 -0.05 0.22
H -1.36985 -2.05026 -1.55389 0.07 0.00 -0.39
H -0.46864 -1.69743 -3.05432 -0.48 -0.02 0.25
H -2.24191 -1.96766 -3.09392 0.33 0.06 0.13
C 2.07102 1.99036 -2.15411 0.28 0.21 -0.09
H 0.35181 1.87907 -3.44625 0.30 -0.28 0.22
C 1.38305 -0.02205 -3.46661 0.16 0.03 -0.32
H 1.80218 2.97546 -1.75628 -0.06 -0.31 0.12
H 2.77899 2.19771 -2.97229 -0.06 -0.18 0.25
H 2.58271 1.40297 -1.37477 -0.17 0.25 -0.21
H 1.78290 -0.78043 -2.77424 -0.15 0.24 -0.23
H 2.18389 0.28787 -4.15644 -0.04 -0.11 0.30
H 0.62331 -0.47054 -4.11565 0.06 0.05 0.28
C 1.33611 -1.91680 6.23536 0.47 0.37 0.22
N 0.57849 -1.41086 5.07457 -0.24 -0.06 0.11
C 0.12608 -2.05391 3.99878 -0.41 0.78 -0.13
S -0.96521 -1.17457 2.86867 -0.85 -1.00 3.34
N 0.31994 -3.34148 3.75489 -0.02 -0.11 0.03
C 1.18148 -4.29513 4.44927 0.38 0.26 -0.50
H 2.38632 -1.60507 6.13638 -0.25 -0.10 0.10
H 1.32750 -2.99656 6.37915 -0.35 0.40 -0.29
H 0.95403 -1.51690 7.17749 -0.16 0.32 -0.33
H 0.32059 -0.41605 5.05985 0.34 -0.68 0.03
H -0.20185 -3.66795 2.95058 0.21 0.09 0.08
H 1.59922 -4.96612 3.70077 -0.14 -0.12 0.07
H 2.01914 -3.76335 4.89428 -0.03 -0.28 -0.25
H 0.65374 -4.85607 5.21738 -0.08 -0.06 0.01
```
Positions in Å, forces in eV/Å.

# 2
# C3H3IN2O

One molecule with the formula C3H3IN2O in a non-equilibrium geometry (wB97M-V/def2-TZVPD, the OMol25 dataset).

The multiplicity is 1. Its LUMO energy is -0.171 eV. Its net charge is 0. The electronic energy is -598.48388 Eh.

```
10
Properties=species:S:1:pos:R:3:forces:R:3
C -0.36129 0.10576 -0.04216 -0.24 0.42 0.67
C 0.52285 1.31725 -0.16492 -0.40 -0.33 -0.26
C -1.69599 0.91843 -0.03608 0.63 -1.34 -0.72
N -0.13590 2.40940 -0.10627 1.88 0.41 -0.02
N -1.49100 2.16842 -0.01975 -1.82 -0.45 0.15
O -0.05496 -1.02588 -0.84232 -0.54 1.09 0.19
I -3.53579 -0.03130 -0.05038 0.14 0.19 0.09
H -0.27266 -0.15434 1.03516 -0.01 -0.04 -0.13
H 1.59225 1.32115 -0.22256 0.35 -0.07 -0.03
H -0.68842 -1.72963 -0.65322 -0.01 0.11 0.06
```
Positions in Å, forces in eV/Å.

# 3
# C21H32N2O6S

One molecule with the formula C21H32N2O6S in a non-equilibrium geometry (wB97M-V/def2-TZVPD, the OMol25 dataset).

The multiplicity is 1. Its LUMO energy is 0.520 eV. Its net charge is 0. The electronic energy is -1778.58466 Eh.

```
62
Properties=species:S:1:pos:R:3:forces:R:3
C -6.81785 -0.18431 0.88536 0.34 0.02 -0.25
C -5.92695 0.44960 -0.17274 -0.29 0.31 0.31
H -6.48934 0.66959 -1.08209 0.11 0.01 0.10
H -5.46947 1.36483 0.21493 -0.08 -0.09 -0.13
O -4.89164 -0.44704 -0.58558 -0.18 -0.14 -0.30
C -3.78456 -0.49754 0.15026 0.34 -0.45 -0.12
O -3.58916 0.16512 1.13745 -0.05 0.10 0.18
C -2.78938 -1.47059 -0.45358 -0.15 0.12 0.18
C -1.84853 -2.04221 0.61426 0.02 0.19 0.07
H -2.35763 -2.06281 1.57859 0.05 -0.07 -0.01
H -1.57348 -3.06471 0.35245 -0.01 -0.03 0.01
C -0.57903 -1.20730 0.75368 -0.11 -0.01 0.49
N 0.16829 -1.22250 -0.48690 -0.15 -0.06 -0.21
C 1.49711 -1.01250 -0.60102 -0.20 -0.09 0.44
O 2.02906 -0.95794 -1.70061 0.39 -0.03 -0.38
C 2.26716 -0.84894 0.69691 0.43 0.01 -0.08
H 2.13513 -1.73617 1.31672 -0.10 0.05 0.07
H 1.85322 0.00348 1.23949 -0.09 -0.16 0.09
C 3.77365 -0.60457 0.48181 -0.37 -0.54 0.31
N 4.01408 0.49661 -0.42361 0.02 1.11 0.15
S 3.65024 2.02604 0.08298 0.22 0.03 -0.33
O 3.96559 2.10331 1.48171 -0.28 -0.24 0.06
O 4.29073 2.93044 -0.82495 -0.25 -0.14 -0.23
C 1.87918 2.24593 -0.11136 0.69 -0.01 0.30
C 1.09465 2.48424 0.99732 0.12 0.02 0.02
C -0.26835 2.69049 0.85837 -0.27 0.05 -0.05
C -0.83975 2.66638 -0.41190 0.12 -0.01 -0.03
C -0.03309 2.41287 -1.52795 -0.08 0.02 0.09
C 1.32170 2.20825 -1.37709 -0.15 0.04 -0.12
H 1.95605 2.03476 -2.23127 0.00 -0.02 -0.19
H -0.49648 2.40001 -2.50189 -0.04 0.00 -0.13
O -2.15527 2.87565 -0.67192 0.32 -0.13 -0.25
C -3.00351 3.25471 0.39163 -0.16 0.03 0.29
H -3.13263 2.43721 1.10702 0.01 0.10 -0.06
H -2.62603 4.14311 0.90528 0.01 0.01 -0.05
H -3.96067 3.48980 -0.07216 0.04 -0.01 0.08
H -0.86877 2.87336 1.73488 -0.07 0.03 0.06
H 1.56775 2.51739 1.96681 -0.02 0.00 0.14
H 3.67753 0.29738 -1.35680 -0.08 0.08 -0.21
H 4.20196 -0.28800 1.43934 -0.04 -0.24 -0.03
C 4.53754 -1.84127 -0.02953 0.21 0.15 0.11
C 4.35626 -3.05106 0.88630 -0.11 0.19 -0.27
H 4.56431 -2.78200 1.92000 0.03 -0.01 0.17
H 3.35149 -3.46149 0.82300 -0.11 -0.09 0.07
H 5.05019 -3.83539 0.59319 0.04 -0.10 0.01
C 6.02289 -1.50313 -0.14368 -0.23 -0.02 -0.15
H 6.44184 -1.32132 0.84356 0.11 0.03 0.15
H 6.16089 -0.60873 -0.74319 0.15 0.04 -0.04
H 6.56424 -2.32555 -0.60543 0.09 -0.07 -0.01
H 4.15065 -2.08336 -1.02357 0.00 0.00 0.04
C -0.61623 -1.34394 -1.70557 -0.01 0.15 -0.41
C -1.98607 -0.70915 -1.52601 0.06 -0.21 -0.05
H -1.85595 0.33124 -1.22659 -0.01 0.05 -0.02
H -2.52605 -0.71949 -2.47221 0.01 0.06 -0.02
H -0.72149 -2.40200 -1.97508 0.02 0.05 -0.09
H -0.05654 -0.84695 -2.50165 -0.12 -0.14 0.08
H 0.02931 -1.62496 1.55725 -0.04 0.09 -0.04
H -0.84585 -0.17883 1.02728 0.03 -0.08 0.07
H -3.35682 -2.27638 -0.92525 0.05 0.06 0.02
H -7.23621 -1.11715 0.51561 -0.08 -0.06 -0.02
H -7.62848 0.49466 1.13308 -0.11 0.06 0.04
H -6.24138 -0.38718 1.78463 0.00 0.00 0.08
```
Positions in Å, forces in eV/Å.